[1]
Computed, not measured: the molecule C3H5NSSi at a distorted geometry, with ωB97M-V/def2-TZVPD.

```
11
Properties=species:S:1:pos:R:3:forces:R:3
C 1.9373 -0.8783 -0.0275 -2.77 1.81 -0.13
C 2.0968 0.4901 -0.0761 0.65 4.69 0.52
C -0.5411 0.3905 -0.0163 4.03 -1.05 -0.78
N 0.8212 -1.4797 -0.0483 -2.56 1.65 0.10
Si -2.3627 0.1107 -0.0286 0.03 -1.80 -1.28
S 0.6866 1.5258 -0.0909 -0.71 -3.71 0.16
H 2.8217 -1.3727 0.0639 2.43 -2.04 0.18
H 3.0105 1.1348 0.1415 -1.01 -1.44 -0.53
H -2.6148 0.4372 1.3140 -0.70 0.03 1.55
H -2.6916 -1.4260 -0.4096 0.44 1.98 0.46
H -3.1638 1.0676 -0.8223 0.17 -0.11 -0.26
```
Positions in Å, forces in eV/Å.

As for the HOMO-LUMO gap (alpha / beta): 7.39 / 7.38 eV. The calculation puts the highest occupied orbital energy (alpha / beta) at -8.14 / -8.13 eV. The value obtained for the electronic energy is -23388.8859 eV. The energy relative to the best compared isomer or geometry (same formula, charge and spin) is 111.5 kcal per mole.

natural (NBO) population analysis, charges in e, atoms 1 to 5: -0.097, -0.562, -0.687, -0.248, 0.873

---

[2]
Computed, not measured: a cluster of 3 separate species, C17H20F16O6 in total, with ωB97M-V/def2-TZVPD.

```
59
Properties=species:S:1:pos:R:3:forces:R:3
F 2.7666 3.7216 -3.3506 -0.04 0.01 0.02
C 1.9599 2.6447 -3.3859 -0.02 -0.04 0.01
F 1.2005 2.6451 -2.2644 -0.01 0.02 -0.01
C 2.7733 1.3462 -3.4121 -0.06 -0.02 0.06
F 3.4010 1.1785 -2.2319 0.05 -0.02 -0.01
F 1.8276 0.3592 -3.5248 0.00 0.00 0.02
C 3.7402 1.1187 -4.5776 -0.06 -0.29 -0.36
O 5.0942 1.4292 -4.3426 0.01 0.05 0.44
C 5.6031 2.6716 -4.5727 0.19 -0.01 -0.21
F 4.7221 3.4759 -5.1887 -0.03 0.07 0.00
F 6.6684 2.5311 -5.4009 -0.09 0.04 -0.02
C 6.1531 3.3125 -3.2873 0.03 -0.02 -0.02
F 5.2152 3.3115 -2.3190 0.03 0.03 -0.01
F 6.4947 4.5899 -3.5555 0.02 0.01 0.02
H 1.3042 2.7026 -4.2578 0.01 0.03 -0.01
H 3.7330 0.0398 -4.7276 0.01 0.02 -0.01
H 3.3631 1.5790 -5.4915 -0.02 0.10 0.09
H 7.0306 2.7600 -2.9479 0.00 0.00 0.03
F -7.4433 -2.1172 1.1286 -0.02 0.00 0.00
C -7.0522 -3.4061 1.0655 0.02 -0.05 0.01
F -8.0211 -4.1695 1.6139 -0.02 0.01 -0.02
C -5.7533 -3.6330 1.8492 -0.02 -0.04 0.04
F -5.9744 -3.4857 3.1668 0.01 0.00 0.01
F -5.4504 -4.9485 1.6147 -0.01 0.01 0.01
C -4.5023 -2.8573 1.4225 0.49 -0.22 -0.23
O -4.1875 -1.6825 2.1478 -0.36 -0.01 0.21
C -4.7205 -0.4766 1.8049 0.20 0.15 -0.07
F -5.3673 -0.5152 0.6295 -0.06 -0.01 -0.02
F -3.6887 0.3995 1.6538 0.02 -0.04 -0.03
C -5.6020 0.1109 2.9202 0.06 0.03 0.01
F -6.5517 -0.7667 3.2878 -0.02 0.02 -0.01
F -6.2013 1.2258 2.4486 0.00 0.02 0.02
H -6.9190 -3.6972 0.0206 -0.01 0.03 -0.01
H -3.6798 -3.5375 1.6417 0.01 0.04 0.04
H -4.4878 -2.6859 0.3458 -0.19 0.04 0.02
H -4.9820 0.3647 3.7818 -0.02 -0.01 0.02
O 0.0065 -4.2470 1.9300 0.01 -0.03 -0.08
C -0.0321 -3.0702 1.7448 0.19 -0.06 0.13
O -0.4212 -2.5285 0.5831 -0.16 -0.01 0.09
C -0.6994 -1.1179 0.5717 -0.08 0.11 -0.20
C 0.3530 -0.3714 -0.2245 0.12 -0.09 0.26
C 1.7282 -0.2990 0.4424 -0.28 0.24 -0.03
C 1.7042 0.4870 1.7550 0.11 -0.20 -0.06
C 3.1283 0.7445 2.2241 0.11 0.10 -0.14
O 3.2687 1.2234 3.5746 -0.23 -0.44 0.10
C 2.2760 1.9320 4.1273 0.25 0.64 -0.03
O 2.1368 2.0265 5.3077 0.00 -0.11 0.11
H 0.2819 -2.3327 2.5063 -0.16 0.05 -0.06
H -0.8134 -0.7557 1.5974 0.08 0.03 -0.05
H -1.6669 -1.0088 0.0810 -0.02 -0.05 0.08
H 0.4413 -0.8701 -1.1925 -0.02 0.14 -0.04
H -0.0011 0.6509 -0.3907 -0.07 -0.08 -0.11
H 2.3823 0.2265 -0.2574 0.16 -0.23 0.05
H 2.1186 -1.3061 0.6148 0.11 0.06 -0.09
H 1.1566 1.4179 1.5881 0.00 -0.02 0.09
H 1.1831 -0.0885 2.5281 -0.03 0.14 0.01
H 3.6759 -0.1986 2.2177 0.02 0.03 0.02
H 3.6528 1.4259 1.5481 -0.10 0.06 0.03
H 1.6738 2.5207 3.4183 -0.11 -0.24 -0.11
```
Positions in Å, forces in eV/Å.

As for the HOMO-LUMO gap: 10.94 eV. The calculation puts the highest occupied orbital energy at -10.62 eV. The value obtained for the electronic energy is -73717.7794 eV.

natural (NBO) population analysis, charges in e, atoms 1 to 5: -0.318, 0.520, -0.325, 0.596, -0.312

---

[3]
Computed, not measured: a cluster of 2 separate species, C16H23IN2P in total, with ωB97M-V/def2-TZVPD.

```
43
Properties=species:S:1:pos:R:3:forces:R:3
C 0.3343 -1.6146 1.9767 0.18 -0.08 -0.12
C 0.0329 -1.2456 0.5278 0.00 -0.03 -0.03
P 0.7533 0.3625 0.0176 0.70 -0.25 0.05
C -0.1452 0.8524 -1.4852 -0.18 0.28 0.20
C 0.2857 1.5643 1.3405 -0.42 0.14 0.24
C 1.2298 1.6880 2.3670 -0.06 0.20 -0.15
C 1.2235 2.7478 3.2664 -0.16 0.00 -0.01
C 0.2632 3.7161 3.1216 0.02 -0.19 -0.13
N -0.7186 3.5163 2.2245 0.23 -0.23 0.04
C -0.7976 2.4502 1.3883 0.37 0.16 0.05
C -2.0950 2.3350 0.6565 -0.23 0.08 0.22
C -2.8629 1.0260 0.8772 -0.24 0.32 -0.51
C -4.3161 1.2098 0.4510 0.06 -0.27 -0.10
I -2.7846 0.4278 2.9211 -0.04 -0.15 0.14
H -0.1940 -2.5262 2.2425 -0.09 -0.03 0.09
H 0.0554 -0.8334 2.6820 -0.09 -0.06 0.03
H 1.3975 -1.8234 2.0932 0.09 0.06 0.07
H 0.5543 -1.9471 -0.1240 -0.13 -0.07 -0.15
H -1.0257 -1.3294 0.2814 -0.09 0.07 0.11
H 0.4151 0.4465 -2.3219 -0.05 -0.18 -0.07
H -1.1828 0.5333 -1.5282 -0.11 -0.13 -0.10
H -0.1092 1.9367 -1.5650 0.06 0.14 -0.11
H 2.0239 0.9557 2.4353 0.08 -0.02 -0.12
H 1.9730 2.8391 4.0354 0.08 0.04 0.00
H 0.2454 4.6424 3.6716 -0.10 0.01 0.13
H -1.4706 4.1909 2.1872 -0.06 0.02 0.01
H -2.7548 3.1313 1.0088 0.02 0.13 -0.03
H -1.9666 2.4919 -0.4114 0.06 -0.06 -0.18
H -2.4336 0.2412 0.2654 0.24 -0.19 0.28
H -4.7734 0.2448 0.2467 -0.06 -0.06 0.10
H -4.9070 1.7046 1.2162 -0.02 0.18 0.00
H -4.3577 1.7836 -0.4757 -0.02 0.08 -0.04
N 1.6602 -2.1198 -2.5391 -0.02 0.07 0.09
C 2.6134 -2.7636 -1.8666 0.01 0.02 0.00
C 3.4143 -3.7480 -2.4221 0.00 -0.01 -0.01
C 3.2166 -4.0857 -3.7513 0.00 0.00 0.00
C 2.2309 -3.4241 -4.4652 0.01 -0.01 0.01
C 1.4845 -2.4528 -3.8170 -0.04 0.02 0.01
H 2.7460 -2.4714 -0.8293 0.03 -0.01 0.00
H 4.1740 -4.2347 -1.8266 0.00 0.00 0.01
H 3.8208 -4.8495 -4.2223 0.00 0.00 0.00
H 2.0414 -3.6538 -5.5042 -0.01 0.01 -0.01
H 0.7060 -1.9150 -4.3467 0.00 -0.02 -0.02
```
Positions in Å, forces in eV/Å.

As for the HOMO-LUMO gap: 7.73 eV. Its total charge is +1. The calculation puts the highest occupied orbital energy at -11.56 eV. The value obtained for the electronic energy is -37328.7658 eV.

natural (NBO) population analysis, charges in e, atoms 1 to 5: -0.618, -0.706, 0.857, -0.950, -0.337

---

Among the records above, which one has the lowest electronic energy? C17H20F16O6

---

What is the formula in the third record? C16H23IN2P